A) This record from OMol25 describes a structure of composition C31H58N8O2PPd. The level of theory is ωB97M-V/def2-TZVPD.

* spin multiplicity: 5
* ⟨S²⟩: 6.024
* charge: +3
* LUMO level (alpha / beta): -0.2407 / -0.3726 Eh
* E_HOMO (alpha / beta): -15.86 / -15.94 eV

Element x y z (Å)
H: 3.45124 -4.13047 2.31812
H: 0.46034 2.72160 -5.87201
N: 1.05913 2.87933 2.39391
C: 1.48396 1.60732 -1.40867
C: -0.86661 3.93529 0.06379
C: 3.82426 3.75785 3.00735
Pd: 0.17000 -0.42625 0.42139
C: 3.55630 -1.43565 3.10563
H: 1.36670 4.53715 3.64345
H: -3.11982 3.26773 5.21482
N: 0.44083 0.24374 -7.89663
H: -2.65528 4.52167 -1.00747
H: -1.29233 -2.28142 2.77827
H: -1.71619 1.49189 -8.27095
C: -2.18886 3.64948 5.64070
H: 2.59134 1.80927 1.50368
N: -0.98339 2.50878 3.85812
H: 4.61814 -1.21954 3.21233
N: 0.64506 -0.40877 -2.58116
C: -1.06848 1.31705 4.71873
H: 3.22168 0.24186 -3.03251
N: -0.77524 0.83632 1.83344
C: 3.93908 -3.43386 1.63424
C: 2.53897 0.90411 -3.57541
H: 3.29136 -2.13321 3.90277
C: 3.29442 -2.04037 1.73046
H: 1.36719 -1.11667 -2.66655
H: -2.48908 2.23572 7.24386
H: -2.87323 -3.33809 1.14283
C: -1.65423 2.71710 6.73646
H: 2.22742 -2.60889 -0.69293
O: 0.58899 1.40118 -0.47742
C: 2.48871 0.44505 -5.03631
H: -3.11218 2.98943 2.46541
H: 3.48210 0.06143 -5.27907
C: -3.23523 4.99410 1.62062
H: 0.69216 4.91750 2.06226
C: -1.16786 3.80213 4.51751
H: -0.07808 -0.10448 -8.68625
H: -0.14211 -2.97113 -1.29229
H: -1.29445 5.60533 -1.19223
H: 4.76400 3.58617 2.48490
H: 1.34080 -0.16957 -7.72490
H: -4.29327 5.05746 1.36334
H: 0.47638 1.54847 -3.25507
C: -1.83230 4.99447 -0.46716
H: -2.41273 -3.50903 -0.55386
H: 3.01003 -0.50400 3.27050
C: 1.83062 -2.16705 1.37779
H: -0.20819 4.12745 4.94369
P: -0.51192 2.35795 2.24664
H: -1.46133 4.53761 3.77030
N: 0.81324 1.88651 -6.31038
C: -0.53311 -2.32725 2.00815
H: -2.09854 0.94620 4.65254
H: 3.88168 -3.84624 0.62719
H: 2.65872 1.25946 -7.03620
H: -2.41075 4.63833 6.03973
H: 4.05608 4.37809 3.87351
C: 3.21749 2.42477 3.48625
H: -1.12391 3.29575 7.49208
H: 3.98811 1.65970 3.58009
C: -0.91210 -2.60821 0.68847
C: 1.45740 -2.48733 0.05841
H: 3.06468 5.56855 2.07203
H: 2.72692 2.45850 -5.78765
N: -1.34898 3.43623 1.38296
H: 4.99061 -3.37220 1.91135
C: 1.42244 4.29261 2.57345
H: -1.55117 6.30728 1.21083
H: -3.14644 5.36862 2.64160
H: 2.92522 4.13838 1.05827
H: 0.33219 2.01776 6.17178
C: 0.80199 -2.09178 2.34068
H: 3.75309 -1.40307 0.96685
H: 2.76712 2.53297 4.47717
H: -2.97476 6.67127 0.26865
H: 1.06179 -1.89377 3.37209
C: -2.34376 -2.86250 0.31893
C: 2.22198 1.53663 -6.07503
H: -0.72396 0.74691 6.74326
C: 0.04837 1.33956 -7.25300
H: -0.76216 3.09981 -0.62886
O: 2.42834 2.35945 -1.25794
H: -0.05128 -0.61600 -3.28516
C: -2.38282 5.84966 0.66737
C: 0.11974 -2.69700 -0.27896
H: 1.75652 0.95261 2.80253
C: -2.82090 3.52441 1.56096
H: -0.43013 0.53664 4.29914
C: -0.70143 1.66127 6.15152
H: 0.12462 4.36863 0.20552
H: 1.80350 -0.39734 -5.17874
C: 2.85056 4.50060 2.08636
H: -3.29295 3.00701 0.72426
H: -1.39550 2.78251 -7.19558
H: -2.86125 -1.92925 0.09025
N: -1.14804 1.86592 -7.52849
H: 3.00654 1.88733 -3.51652
C: 1.23572 0.92190 -2.77335
C: 2.16989 1.92032 2.50855

***

B) This record from OMol25 describes a structure of composition C31H58N8O2PPd. The level of theory is ωB97M-V/def2-TZVPD.

* spin multiplicity: 5
* ⟨S²⟩: 6.019
* charge: +3
* LUMO level (alpha / beta): -0.2410 / -0.3660 Eh
* E_HOMO (alpha / beta): -15.82 / -16.24 eV

Element x y z (Å)
H: 2.21102 -4.04386 0.83534
H: 2.00318 2.74862 3.49898
H: 8.42394 -1.34966 -1.71060
H: 0.90159 -3.26141 0.26207
H: 2.22330 0.32774 3.53168
H: 6.74723 -1.26273 -0.13244
H: 3.48960 -1.59066 2.09720
H: -2.53649 -1.04686 -5.87693
H: -1.08111 1.65629 -3.35628
H: 6.94630 -4.80653 -0.17011
H: 2.87981 -2.34531 -0.77731
H: -5.28664 1.33837 0.21555
C: -0.24628 2.31833 -0.16611
C: -0.67851 2.32272 -2.59549
P: -2.41461 0.79737 -0.96475
C: -1.93476 -2.07754 3.48215
H: -3.49293 3.58946 -2.20067
C: -3.04941 -3.06414 3.31101
N: -1.02307 1.81281 -1.28289
C: 1.62268 0.86727 5.52322
H: -3.80376 -2.91600 4.08375
H: 2.30365 3.35317 -1.34174
N: 1.73361 -3.15135 0.82864
H: 0.76279 1.28878 6.04723
H: -3.22078 -0.37122 3.72652
C: -1.50985 -1.58027 -4.05031
C: 2.56530 -2.09785 0.24943
H: -0.87331 2.30130 0.72917
H: 0.30046 2.68096 3.90792
H: -7.01239 3.33991 -0.85741
H: 1.35465 4.58158 -2.15632
H: 0.86816 2.06141 2.33852
C: 1.76319 -0.79440 0.12548
C: -5.08264 3.48931 0.11446
H: -0.39393 -0.31340 -2.67627
H: 2.47635 1.51991 5.70144
N: 7.54391 -4.29104 -0.79131
H: -3.73175 -1.86660 -2.37409
Pd: -0.83815 -0.84573 1.66328
C: -3.84051 -0.66405 -4.19015
C: 1.10366 2.14226 3.40197
H: 1.32219 1.58333 -2.48045
C: 0.46527 -1.56382 3.60011
H: -0.46391 4.38815 -0.66514
C: 1.29952 3.60341 -1.68077
N: 8.21657 -2.33141 -1.78543
C: -0.57707 -2.47710 3.42116
N: -2.44048 -0.23357 -2.20938
C: 6.21859 -2.77485 1.27494
H: 8.21142 -4.81588 -1.33198
H: 1.48587 -1.91640 3.52657
O: 2.33046 0.28326 0.04370
H: -3.60918 2.06684 -3.09328
C: -5.49493 2.79096 -2.29191
H: -4.54875 -0.33099 -2.14837
H: 1.84211 -0.10783 5.95850
H: 6.79581 -3.64889 1.57657
C: -5.99598 3.63912 -1.11169
C: 0.34764 3.67992 -0.47741
C: 7.52339 -2.96124 -0.83558
H: -1.94174 -2.57870 -3.95551
C: 1.34634 0.76759 4.01570
N: -2.30838 0.04630 0.42930
H: -2.04299 0.32008 -4.91348
C: -1.24928 -0.99167 -2.65883
H: -4.26603 4.21542 0.08356
C: -1.15079 0.20940 3.83234
H: 4.55010 -3.79088 0.35388
H: -1.19536 3.29074 -2.70486
N: 6.80631 -2.25423 0.03466
H: 6.39477 -2.02644 2.04815
H: 4.34182 -0.99889 0.69336
C: 4.73213 -3.10406 1.18733
H: -5.96405 1.80381 -2.28908
H: -5.63612 3.68877 1.03148
H: -0.33640 -3.51078 3.20843
H: -4.45597 -1.48265 -4.56504
H: -1.38820 1.25703 3.96067
H: 4.49732 -3.66500 2.09458
H: 8.69729 -2.84736 -2.50360
H: -2.68591 -4.08702 3.37531
H: -0.55445 -1.70426 -4.55948
H: -4.36430 0.25869 -4.44309
H: -1.01511 -1.77365 -1.93476
H: 1.06898 2.81884 -3.70906
H: -6.04532 4.68947 -1.39721
C: 0.20557 -0.19485 3.80504
C: -4.49492 2.09186 0.19234
H: 0.86914 4.03729 0.40979
H: 0.55790 1.56849 -0.01973
O: 0.46418 -0.91566 0.05505
H: -3.88892 1.96099 1.08856
C: -2.19445 -0.71487 3.70374
C: 0.83189 2.53842 -2.68406
N: -3.64155 1.84862 -1.00396
H: -3.54260 -2.93161 2.34663
H: -5.75398 3.25543 -3.24284
C: -3.98585 2.61187 -2.22713
C: -3.72467 -0.81596 -2.66976
C: 3.81658 -1.86819 1.08876
C: -2.45503 -0.69230 -4.85119

***

B) wins, 0.699 eV ahead of the next structure.

***

A) This record from OMol25 describes the molecule C4H3I. The level of theory is ωB97M-V/def2-TZVPD.

* LUMO level: -0.0430 Eh
* E_HOMO: -9.05 eV

Element x y z (Å)
I: 3.11429 -0.17845 0.00569
H: -0.67963 1.31641 -0.61438
H: -2.17249 -2.26319 -0.13314
H: 0.10224 1.22577 1.06573
C: 0.11650 0.74627 0.03883
C: -1.40606 -1.55783 -0.08143
C: 1.64412 1.27337 -0.27259
C: -0.71897 -0.56236 -0.00872

***

B) This record from OMol25 describes the molecule C4H3I. The level of theory is ωB97M-V/def2-TZVPD.

* LUMO level: -0.0427 Eh
* E_HOMO: -9.46 eV

Element x y z (Å)
C: -1.02206 -0.32636 0.09652
H: 0.02079 1.27432 1.28349
H: 1.26399 -0.43904 -1.07187
C: 0.16521 0.62236 0.34696
C: -2.15008 -0.68298 -0.06474
H: -3.06248 -1.15543 -0.27814
C: 1.23351 0.47722 -0.38345
I: 3.55110 0.22991 0.07123

***

B) wins, 2.025 eV ahead of the next structure.